Entry 1:
This record from the OMol25 dataset describes one molecule with the formula C4H6S at a distorted geometry. The level of theory is ωB97M-V with the def2-TZVPD basis set.

Each line ends with the Mulliken charge.
CARTESIAN COORDINATES (ANGSTROEM)
1 C 0.57 0.48 1.28  -0.692
2 C 0.01 0.14 0.11  0.599
3 C 1.08 -0.05 -0.99  -0.474
4 C -1.43 -0.20 0.07  -1.149
5 S 2.58 -0.19 0.03  -0.252
6 H 0.33 0.76 2.30  0.364
7 H 0.85 -1.00 -1.49  0.342
8 H 1.18 0.89 -1.61  0.279
9 H -1.53 -1.18 0.38  0.315
10 H -1.75 -0.05 -0.96  0.316
11 H -1.89 0.41 0.88  0.352

As for the total charge: 0. The calculation puts the frontier orbital gap (alpha / beta) at 7.73 / 7.75 eV. The value obtained for the energy above the lowest of the compared OMol25 structures with the same formula, charge and spin is 73.15 kcal per mole. The calculation puts the total energy at -15076.6206 eV. The maximum force comes out at 0.074 hartree/bohr. For the HOMO energy (alpha / beta), the calculation gives -0.3101 / -0.3103 hartree.


Entry 2:
This record from the OMol25 dataset describes one molecule with the formula C4H6S at a distorted geometry. The level of theory is ωB97M-V with the def2-TZVPD basis set.

Each line ends with the Löwdin spin population.
CARTESIAN COORDINATES (ANGSTROEM)
1 C -0.92 -0.95 0.07  0.729
2 C -0.26 0.21 0.75  0.108
3 C 1.43 -0.42 -0.97  0.640
4 C 0.94 0.66 -0.12  0.095
5 S 2.51 -0.07 0.37  0.237
6 H -0.77 -1.74 0.64  0.055
7 H -1.41 -0.99 -0.80  0.055
8 H -1.10 0.93 0.94  0.027
9 H 0.08 -0.11 1.82  0.001
10 H 1.83 -0.29 -1.90  0.047
11 H 1.18 1.64 -0.56  0.007

As for the total charge: 0. The calculation puts the frontier orbital gap (alpha / beta) at 8.55 / 8.58 eV. The value obtained for the energy above the lowest of the compared OMol25 structures with the same formula, charge and spin is 10.62 kcal per mole. The calculation puts the total energy at -15074.7863 eV. The maximum force comes out at 0.082 hartree/bohr. For the HOMO energy (alpha / beta), the calculation gives -0.2754 / -0.3455 hartree. As for the multiplicity: 3.


Entry 3:
This record from the OMol25 dataset describes a 2-piece molecular cluster, C4H6S overall at a distorted geometry. The level of theory is ωB97M-V with the def2-TZVPD basis set.

Each line ends with the Löwdin spin population.
CARTESIAN COORDINATES (ANGSTROEM)
1 C 1.86 -0.57 1.31  0.559
2 C -1.14 0.93 -0.74  0.109
3 C 0.04 -0.10 -0.87  0.137
4 C -1.20 -0.42 -0.28  0.636
5 S 1.86 0.40 2.64  0.358
6 H 1.69 -1.58 1.30  0.048
7 H -0.93 1.75 -0.07  0.023
8 H -1.71 1.30 -1.62  0.025
9 H 0.55 -0.49 -1.76  0.019
10 H 0.83 -0.01 -0.02  0.051
11 H -1.84 -1.22 0.10  0.034

As for the total charge: 0. The calculation puts the frontier orbital gap (alpha / beta) at 6.73 / 9.12 eV. The value obtained for the energy above the lowest of the compared OMol25 structures with the same formula, charge and spin is 36.17 kcal per mole. The calculation puts the total energy at -15073.6784 eV. The maximum force comes out at 0.113 hartree/bohr. For the HOMO energy (alpha / beta), the calculation gives -0.2728 / -0.3744 hartree. As for the multiplicity: 3.


Entry 4:
This record from the OMol25 dataset describes one molecule with the formula C4H6S2 at a distorted geometry. The level of theory is ωB97M-V with the def2-TZVPD basis set.

Each line ends with the Mulliken charge.
CARTESIAN COORDINATES (ANGSTROEM)
1 C 0.59 -1.25 0.25  -0.651
2 S 1.78 -0.06 -0.38  -0.146
3 C 0.63 1.36 0.22  -0.673
4 C -0.74 0.73 0.58  0.015
5 S -1.79 -0.02 -0.54  -0.165
6 C -0.68 -0.71 0.69  -0.552
7 H 1.11 -1.26 1.26  0.258
8 H 0.54 -2.09 -0.36  0.426
9 H 1.27 1.66 1.23  0.273
10 H 0.79 2.01 -0.64  0.351
11 H -1.22 1.42 1.28  0.415
12 H -1.14 -1.20 1.49  0.448

As for the total charge: 0. The calculation puts the frontier orbital gap at 9.17 eV. The value obtained for the energy above the lowest of the compared OMol25 structures with the same formula, charge and spin is 36.48 kcal per mole. The calculation puts the total energy at -25913.7094 eV. The SMILES is C1SC[C@H]2S[C@@H]12. The maximum force comes out at 0.084 hartree/bohr. For the HOMO energy, the calculation gives -0.3069 hartree.


Entry 5:
This record from the OMol25 dataset describes one molecule with the formula C4H6S2 at a distorted geometry. The level of theory is ωB97M-V with the def2-TZVPD basis set.

Each line ends with the Mulliken charge.
CARTESIAN COORDINATES (ANGSTROEM)
1 C -2.46 0.36 0.08  -0.854
2 S -1.36 -1.03 0.04  -0.011
3 C 0.15 -0.16 -0.04  -0.209
4 C 1.34 -0.80 -0.07  0.066
5 C 2.54 0.02 -0.03  -0.369
6 S 4.11 -0.39 0.08  -0.254
7 H -3.49 0.02 -0.02  0.346
8 H -2.28 0.95 -0.83  0.288
9 H -2.27 0.91 1.05  0.273
10 H 0.06 0.93 -0.11  0.230
11 H 1.44 -1.90 -0.05  0.305
12 H 2.24 1.08 -0.11  0.188

As for the total charge: 0. The calculation puts the frontier orbital gap at 7.93 eV. The value obtained for the energy above the lowest of the compared OMol25 structures with the same formula, charge and spin is 19.80 kcal per mole. The calculation puts the total energy at -25914.4328 eV. The SMILES is CS/C=C/C=S. The maximum force comes out at 0.028 hartree/bohr. For the HOMO energy, the calculation gives -0.3121 hartree.


Entry 6:
This record from the OMol25 dataset describes one molecule with the formula C4H6S3 at a distorted geometry. The level of theory is ωB97M-V with the def2-TZVPD basis set.

Each line ends with the Löwdin spin population.
CARTESIAN COORDINATES (ANGSTROEM)
1 C -0.63 1.07 -0.14  0.058
2 C 0.61 0.95 0.40  0.094
3 C -1.35 -0.14 -0.66  0.365
4 C 1.24 -0.32 0.53  0.105
5 S -0.06 -1.59 0.03  1.147
6 S -3.06 -0.28 -0.14  0.088
7 S 2.78 -0.43 -0.49  0.083
8 H -1.16 2.00 0.02  0.011
9 H 1.16 1.72 0.86  0.005
10 H -1.42 -0.49 -1.75  0.012
11 H 1.42 -0.62 1.49  0.022
12 H -3.28 -1.38 -0.78  0.008
13 H 3.76 -0.49 0.65  0.002

As for the total charge: 0. The calculation puts the frontier orbital gap (alpha / beta) at 5.49 / 6.06 eV. The value obtained for the energy above the lowest of the compared OMol25 structures with the same formula, charge and spin is 13.61 kcal per mole. The calculation puts the total energy at -36745.2416 eV. The maximum force comes out at 0.074 hartree/bohr. For the HOMO energy (alpha / beta), the calculation gives -0.1880 / -0.3229 hartree. As for the multiplicity: 3.


Entry 7:
This record from the OMol25 dataset describes one molecule with the formula C4H6S4 at a distorted geometry. The level of theory is ωB97M-V with the def2-TZVPD basis set.

Each line ends with the Mulliken charge.
CARTESIAN COORDINATES (ANGSTROEM)
1 S 2.32 -0.63 -1.36  -0.147
2 C 0.89 0.11 -1.14  -0.502
3 C 0.27 0.31 0.26  0.856
4 S 1.21 -0.18 1.71  -0.088
5 C -0.06 1.76 0.48  -0.607
6 S 0.60 3.05 -0.35  -0.169
7 C -1.10 -0.46 0.27  -0.787
8 S -0.86 -2.20 0.08  -0.165
9 H 0.24 0.33 -2.05  0.327
10 H 1.48 -1.46 1.22  0.181
11 H -0.95 1.98 1.18  0.249
12 H -1.55 -0.35 1.32  0.331
13 H -1.89 0.01 -0.41  0.391
14 H -0.60 -2.27 -1.22  0.131

As for the total charge: 0. The calculation puts the frontier orbital gap at 7.97 eV. The value obtained for the energy above the lowest of the compared OMol25 structures with the same formula, charge and spin is 41.22 kcal per mole. The calculation puts the total energy at -47584.0612 eV. The SMILES is S=CC(S)(C=S)CS. The maximum force comes out at 0.048 hartree/bohr. For the HOMO energy, the calculation gives -0.3281 hartree.


Entry 8:
This record from the OMol25 dataset describes one molecule with the formula C4H7BO at a distorted geometry. The level of theory is ωB97M-V with the def2-TZVPD basis set.

Each line ends with the Mulliken charge.
CARTESIAN COORDINATES (ANGSTROEM)
1 B -1.38 -0.04 0.04  0.279
2 C -0.66 1.29 -0.08  -0.282
3 C 0.66 1.32 0.12  -0.421
4 C 0.49 -1.27 0.01  -0.944
5 C 1.39 -0.05 0.04  -0.552
6 O -2.73 -0.40 0.05  -0.580
7 H -1.17 2.19 -0.03  0.477
8 H 1.27 2.25 -0.03  0.296
9 H 0.49 -1.75 1.02  0.241
10 H 0.47 -2.02 -0.75  0.366
11 H 1.85 0.08 -0.87  0.318
12 H 2.12 -0.26 0.72  0.465
13 H -2.79 -1.34 -0.24  0.335

As for the total charge: 0. The calculation puts the frontier orbital gap at 8.95 eV. The value obtained for the energy above the lowest of the compared OMol25 structures with the same formula, charge and spin is 45.15 kcal per mole. The calculation puts the total energy at -6983.7146 eV. The maximum force comes out at 0.092 hartree/bohr. For the HOMO energy, the calculation gives -0.3060 hartree.


Entry 9:
This record from the OMol25 dataset describes a 2-piece molecular cluster, C4H7BO2 overall at a distorted geometry. The level of theory is ωB97M-V with the def2-TZVPD basis set.

Each line ends with the Mulliken charge.
CARTESIAN COORDINATES (ANGSTROEM)
1 B 2.46 -0.09 0.06  0.481
2 C 2.28 1.22 -0.67  -0.812
3 C -0.97 -0.37 0.07  -0.165
4 C 0.08 -0.91 0.27  0.349
5 C -2.53 -0.64 0.32  -0.888
6 O 1.36 -0.99 -0.13  -0.544
7 O 3.54 -0.53 0.48  -0.324
8 H 2.97 2.05 -0.32  0.263
9 H 2.38 1.41 -1.71  0.378
10 H 0.85 1.44 -0.72  0.135
11 H -2.71 -1.18 1.29  0.275
12 H -2.93 -1.38 -0.46  0.236
13 H -2.97 0.30 0.19  0.288
14 H 3.46 -1.34 0.98  0.328

As for the total charge: 0. The calculation puts the frontier orbital gap at 9.56 eV. The value obtained for the energy above the lowest of the compared OMol25 structures with the same formula, charge and spin is 99.65 kcal per mole. The calculation puts the total energy at -9029.9915 eV. The maximum force comes out at 0.151 hartree/bohr. For the HOMO energy, the calculation gives -0.3387 hartree.


Entry 10:
This record from the OMol25 dataset describes a 2-piece molecular cluster, C4H7BO2 overall at a distorted geometry. The level of theory is ωB97M-V with the def2-TZVPD basis set.

Each line ends with the Löwdin spin population.
CARTESIAN COORDINATES (ANGSTROEM)
1 B -2.50 0.52 0.43  0.658
2 C 1.58 2.03 -0.17  0.004
3 C 1.82 0.89 0.15  0.003
4 C -1.61 -1.71 -0.41  0.716
5 C 2.51 -0.39 0.37  0.001
6 O -1.94 -0.48 -0.05  0.356
7 O -3.28 1.51 -0.04  0.146
8 H 1.56 3.06 -0.44  0.000
9 H -0.50 -1.88 -0.49  0.047
10 H -2.23 -2.57 0.11  0.045
11 H 3.56 -0.35 0.17  0.000
12 H 2.05 -1.08 -0.22  0.000
13 H 2.54 -0.70 1.44  0.000
14 H -3.56 1.13 -0.84  0.025

As for the total charge: 0. The calculation puts the frontier orbital gap (alpha / beta) at 7.08 / 9.59 eV. The value obtained for the energy above the lowest of the compared OMol25 structures with the same formula, charge and spin is 75.77 kcal per mole. The calculation puts the total energy at -9027.3088 eV. The maximum force comes out at 0.122 hartree/bohr. For the HOMO energy (alpha / beta), the calculation gives -0.2305 / -0.3681 hartree. As for the multiplicity: 3.


Entry 11:
This record from the OMol25 dataset describes C4H7BiO4 as an isolated structure at a distorted geometry. The level of theory is ωB97M-V with the def2-TZVPD basis set.

Each line ends with the Löwdin spin population.
CARTESIAN COORDINATES (ANGSTROEM)
1 O 0.68 0.50 0.79  0.065
2 C 1.22 0.45 -0.36  0.034
3 O 1.76 -0.82 -0.46  0.065
4 Bi 2.36 -0.62 1.65  0.824
5 O 1.59 1.29 -1.16  -0.001
6 C -0.70 -2.34 -0.50  0.004
7 H -1.31 -1.63 -1.09  0.000
8 H -1.29 -3.27 -0.46  0.000
9 H -0.56 -2.18 0.58  0.005
10 C 1.47 -1.63 -1.77  0.001
11 C 0.62 -2.80 -1.40  0.002
12 O 2.69 -1.91 -2.35  0.000
13 H 0.96 -0.95 -2.46  0.000
14 H 1.22 -3.49 -0.77  0.001
15 H 0.27 -3.27 -2.32  0.000
16 H 3.30 -2.24 -1.68  0.000

As for the total charge: +1. The calculation puts the frontier orbital gap (alpha / beta) at 7.15 / 8.04 eV. The calculation puts the total energy at -18281.5180 eV. The maximum force comes out at 0.091 hartree/bohr. For the HOMO energy (alpha / beta), the calculation gives -0.5172 / -0.5542 hartree. As for the multiplicity: 2.


Entry 12:
This record from the OMol25 dataset describes C4H7Br2LaNO3 as an isolated structure at a distorted geometry. The level of theory is ωB97M-V with the def2-TZVPD basis set.

Each line ends with the Mulliken charge.
CARTESIAN COORDINATES (ANGSTROEM)
1 C 2.26 -0.67 0.39  -1.212
2 C 1.50 0.36 -0.41  -0.444
3 Br 2.62 1.95 -0.62  0.270
4 C 0.10 0.79 0.20  -0.414
5 Br 0.28 2.17 1.50  0.127
6 O -0.57 -0.33 0.73  -0.200
7 C -1.39 -0.89 -0.15  0.788
8 O -1.05 -1.07 -1.33  -0.562
9 O -2.52 -1.30 0.30  -0.151
10 N -3.36 -0.21 0.81  -0.301
11 H 2.94 -0.17 1.06  0.473
12 H 1.61 -1.32 0.95  0.328
13 H 2.85 -1.30 -0.26  0.403
14 H 1.29 -0.07 -1.43  0.494
15 H -0.58 1.19 -0.59  0.418
16 H -3.04 0.06 1.74  0.324
17 H -3.32 0.57 0.16  0.277
18 La 0.39 0.26 -3.07  2.382

As for the total charge: +3. The calculation puts the frontier orbital gap at 5.65 eV. The calculation puts the total energy at -152801.7061 eV. The maximum force comes out at 0.051 hartree/bohr. For the HOMO energy, the calculation gives -0.7607 hartree.